1.
Entry from the OMol25 dataset: a 2-piece molecular cluster, C4H12N2 overall in a non-equilibrium geometry (the ωB97M-V functional and the def2-TZVPD basis).

## Properties
- net charge = +2
- LUMO (eV) = -12.2
- spin multiplicity = 1
- ΔE to the lowest compared entry with this formula, charge and spin (kcal/mol) = 169.4
- frontier orbital gap (eV) = 4.60

```
18
Properties=species:S:1:pos:R:3:forces:R:3
C -0.19117 0.69874 -0.56959 0.0 -0.5 1.5
C -0.07686 0.18319 -1.98242 4.0 0.4 1.5
C 1.00390 -0.76620 -1.51241 -2.6 -3.5 -3.2
C 1.08627 -0.89562 -0.09810 -1.0 2.6 1.8
N 0.32878 -2.09461 0.51556 2.3 -0.5 -0.4
N -1.17449 2.17129 2.04444 -0.5 0.1 -1.0
H -0.79759 0.30181 0.24970 -0.9 0.7 -0.8
H 0.20572 1.70110 -0.36328 0.2 -0.5 0.3
H -0.93034 -0.13603 -2.58188 -0.1 -1.1 0.1
H 0.48052 0.74146 -2.74306 -0.3 1.5 0.0
H 1.22630 -1.66011 -2.13365 -0.5 0.0 0.2
H 1.94208 -0.62490 0.53405 -0.5 0.6 -0.2
H 0.55585 -2.16566 1.52474 -0.1 0.3 -0.2
H -0.69015 -2.06383 0.43688 -0.1 0.1 -0.3
H 0.69232 -2.99102 0.13845 -0.4 0.1 -0.1
H -0.31228 2.39120 2.52745 -0.3 0.2 0.5
H -1.34673 2.93068 1.38875 0.4 0.0 -0.1
H -2.00212 2.27850 2.62436 0.5 -0.4 0.6
```
Forces are in eV/Å.

2.
Entry from the OMol25 dataset: a 4-piece molecular cluster, C30H39BBrIN3O3 overall in a non-equilibrium geometry (the ωB97M-V functional and the def2-TZVPD basis).

## Properties
- net charge = +1
- LUMO (eV) = -5.5
- spin multiplicity = 1
- frontier orbital gap (eV) = 5.19

```
78
Properties=species:S:1:pos:R:3:forces:R:3
C 3.53393 -4.53413 -1.14405 -0.7 2.0 -0.9
C 2.92707 -3.40553 -1.83602 0.3 -1.3 1.8
C 1.69145 -2.70857 -1.08277 0.1 -2.8 -0.5
N 0.93779 -1.70294 -1.91878 0.1 -0.7 -0.2
I 0.43930 -2.71574 -3.70136 -0.1 -0.2 -0.4
C -0.38317 -1.38365 -1.25570 -1.6 0.9 1.2
C -0.79987 0.12708 -1.58528 -0.7 1.8 -1.2
N -2.12759 0.52923 -1.03364 0.2 -4.3 0.2
C -3.09312 -0.30485 -1.38514 -0.3 0.9 0.7
C -3.35918 -0.89643 -2.84576 0.0 -1.1 1.0
C -4.06982 -0.80364 -0.18521 1.2 0.4 -0.5
O 0.17471 0.97490 -0.89845 -0.2 -1.8 -1.7
C 1.51043 0.81105 -1.44200 0.5 1.2 -0.1
C 1.83128 2.08115 -2.42443 -0.3 -0.8 -0.5
C 1.49892 3.48249 -1.73289 3.3 1.9 1.7
O 2.37912 4.15079 -1.15379 -3.7 -3.0 -2.4
Br -0.35383 4.24320 -1.81844 1.3 -0.9 -0.2
B 2.55567 0.96049 -0.18214 0.6 0.2 2.0
N 4.03702 0.98022 -0.30418 -2.5 -0.9 -0.8
O 2.00219 1.13016 1.13739 1.0 -1.5 -1.7
C 1.73320 -0.50031 -2.34106 1.0 2.4 -1.0
H 4.58670 -4.34248 -0.72109 -1.0 -1.3 -2.1
H 2.98237 -5.51967 -0.98175 0.3 2.0 1.2
H 3.34217 -3.07692 -2.84942 0.2 0.8 2.3
H 0.94962 -3.56823 -0.84975 1.0 1.4 -0.1
H 1.96566 -2.23743 -0.08059 -0.1 -0.4 -1.5
H -1.12659 -2.17763 -1.58922 0.9 1.3 0.5
H -0.31082 -1.46568 -0.10474 0.3 0.2 -1.8
H -0.84988 0.35528 -2.72317 0.7 -0.6 1.4
H -3.10563 -0.18965 -3.70469 -0.2 -0.9 1.3
H -4.46433 -1.22710 -2.91129 1.8 0.7 0.1
H -2.75680 -1.88416 -2.91408 -0.9 1.5 -0.3
H -5.01019 -0.16605 -0.09741 1.2 -1.1 -0.1
H -3.41542 -0.74722 0.76330 -1.3 0.2 -1.5
H -4.27673 -1.92166 -0.34497 -0.1 1.7 0.0
H 2.94638 2.02761 -2.71624 -1.7 0.5 0.6
H 1.23245 1.91390 -3.39171 0.7 0.6 1.4
H 4.34978 0.90610 -1.28019 0.3 0.0 0.8
H 4.46619 0.27314 0.30548 0.1 0.9 -0.2
H 1.45179 0.36637 1.41044 0.0 1.0 -0.2
H 1.43518 -0.22022 -3.42205 0.3 -0.6 1.8
H 2.86991 -0.68710 -2.38956 -1.9 -0.3 0.3
C -5.62960 1.23436 -5.04239 0.1 0.0 -0.1
C -6.36002 0.88183 -6.17281 0.0 0.0 0.0
C -5.97227 1.34710 -7.42549 0.1 0.0 0.1
C -4.84748 2.15770 -7.54912 0.0 -0.1 0.1
C -4.11458 2.50750 -6.41929 0.0 0.0 0.0
C -4.50727 2.04992 -5.16524 0.0 -0.1 -0.1
H -5.93432 0.87416 -4.06506 0.0 0.1 -0.1
H -7.23298 0.24451 -6.07744 0.1 0.1 0.0
H -6.54578 1.07759 -8.30573 0.0 0.0 0.1
H -4.54265 2.51645 -8.52638 0.0 0.0 0.1
H -3.23686 3.13831 -6.51625 -0.1 0.0 0.0
H -3.93864 2.32754 -4.28341 0.0 0.0 0.0
C -0.22779 -2.64564 3.24397 0.1 0.1 0.1
C -0.21321 -1.30865 3.63146 0.1 -0.1 -0.1
C 0.28905 -0.95000 4.87808 0.1 0.0 0.0
C 0.78631 -1.92808 5.73475 0.0 0.0 -0.1
C 0.77500 -3.26448 5.34592 0.0 0.1 -0.1
C 0.26425 -3.62425 4.10268 0.0 0.0 0.0
H -0.62319 -2.92558 2.27200 0.0 0.0 0.1
H -0.59511 -0.54480 2.96025 -0.1 0.0 0.1
H 0.29420 0.09130 5.18225 0.0 -0.1 0.0
H 1.18252 -1.64825 6.70502 -0.1 0.0 -0.1
H 1.16402 -4.02638 6.01327 -0.1 0.1 -0.1
H 0.25059 -4.66653 3.80244 0.0 0.1 0.0
C 2.75859 2.15480 5.53805 0.0 0.0 0.1
C 2.77329 3.49109 5.92512 0.0 0.0 0.0
C 3.27582 3.84947 7.17206 0.0 -0.1 0.0
C 3.77314 2.87179 8.02884 0.0 0.0 -0.1
C 3.76203 1.53581 7.64052 0.0 0.0 0.0
C 3.25104 1.17607 6.39725 0.0 0.1 0.0
H 2.36346 1.87525 4.56659 0.0 0.0 0.0
H 2.39192 4.25406 5.25446 0.0 -0.1 0.1
H 3.28102 4.89060 7.47618 0.0 -0.1 0.0
H 4.16939 3.15181 8.99904 0.0 0.0 -0.1
H 4.15140 0.77396 8.30810 0.0 0.1 -0.1
H 3.23742 0.13351 6.09676 0.0 0.1 0.0
```
Forces are in eV/Å.

3.
Entry from the OMol25 dataset: one molecule with the formula C4H8N2O in a non-equilibrium geometry (the ωB97M-V functional and the def2-TZVPD basis).

## Properties
- SMILES string = C[C@@H]1CN1/C=N/O
- LUMO (eV) = 0.8
- spin multiplicity = 1
- ΔE to the lowest compared entry with this formula, charge and spin (kcal/mol) = 185.4
- frontier orbital gap (eV) = 9.53

```
15
Properties=species:S:1:pos:R:3:forces:R:3
C -0.58064 -1.45784 0.92074 0.2 1.5 -0.5
C 0.09876 -1.40540 -0.48114 1.5 4.8 5.1
C 1.43176 -0.57932 -0.12448 -2.0 1.3 -1.6
N 0.38680 -0.14022 -1.18517 -1.2 0.7 0.7
C -0.57314 1.05373 -0.99403 3.7 0.4 3.0
N -0.21154 1.83921 0.13590 -2.9 -1.9 -6.0
O -0.94432 3.08955 0.12988 2.8 1.0 2.8
H -1.72737 -1.69483 0.85853 2.3 -0.1 0.7
H -0.47584 -0.28645 1.09220 -0.6 -2.7 1.0
H 0.22360 -2.12453 1.61153 -3.0 1.8 -1.6
H 0.14500 -2.23873 -1.02121 0.5 -3.2 -2.3
H 1.56364 0.29296 0.64394 -0.6 -2.6 -0.8
H 2.31468 -1.11938 -0.46231 0.1 0.9 -0.6
H -1.28542 1.10191 -1.97376 1.5 0.5 3.0
H -0.36596 3.66934 0.84937 -2.3 -2.3 -2.8
```
Forces are in eV/Å.

4.
Entry from the OMol25 dataset: one molecule with the formula C4H4O3 in a non-equilibrium geometry (the ωB97M-V functional and the def2-TZVPD basis).

## Properties
- SMILES string = CC(=O)C(=O)C=O
- LUMO (eV) = -0.8
- spin multiplicity = 1
- ΔE to the lowest compared entry with this formula, charge and spin (kcal/mol) = 38.9
- frontier orbital gap (eV) = 8.93

```
11
Properties=species:S:1:pos:R:3:forces:R:3
C -1.85624 0.05254 0.19743 0.1 0.0 0.0
C -0.48776 -0.38461 -0.28389 0.1 -0.4 -0.2
O -0.29967 -1.22836 -1.12777 0.0 0.3 0.3
C 0.76891 0.26879 0.35904 0.3 0.1 0.4
O 0.65861 1.13400 1.19152 0.3 -0.7 -0.5
C 2.20387 -0.11491 -0.23074 0.4 0.9 -0.7
O 2.66325 0.65721 -1.03052 -0.7 0.7 -0.3
H -1.92831 -0.00693 1.28814 0.1 0.0 -0.1
H -2.62511 -0.58026 -0.25694 0.3 0.1 0.0
H -2.04659 1.09643 -0.07581 0.2 -0.1 0.0
H 2.94901 -0.89391 -0.03047 -1.0 -0.9 1.2
```
Forces are in eV/Å.